(1)
{"formula": "C34H66N12O4S3SeV", "method": "the ωB97M-V functional and the def2-TZVPD basis", "elements": ["V", "C", "N", "C", "C", "N", "C", "C", "N", "C", "C", "N", "C", "N", "C", "C", "N", "C", "C", "C", "C", "N", "C", "N", "C", "C", "N", "C", "C", "N", "C", "C", "H", "H", "H", "H", "H", "H", "H", "H", "H", "H", "H", "H", "H", "H", "H", "H", "H", "H", "H", "H", "H", "H", "H", "H", "H", "H", "H", "H", "H", "H", "H", "H", "H", "H", "H", "H", "H", "H", "H", "H", "H", "H", "H", "H", "H", "H", "H", "H", "C", "N", "C", "C", "N", "C", "C", "Se", "H", "H", "H", "H", "H", "H", "H", "H", "C", "C", "C", "C", "C", "C", "C", "S", "C", "O", "H", "H", "H", "H", "H", "H", "H", "H", "H", "H", "O", "S", "O", "O", "S"], "xyz": [[-0.060, -0.434, -0.344], [-5.049, 0.265, 0.749], [-3.924, -0.389, 1.407], [-3.199, 0.465, 2.342], [-3.322, -1.462, 0.822], [-2.031, -1.542, 0.697], [-1.417, -2.852, 0.539], [-0.172, -2.960, 1.416], [0.844, -1.907, 1.163], [1.322, -1.292, 2.427], [0.150, -0.691, 3.231], [0.129, 0.694, 3.638], [1.108, 1.443, 3.926], [0.855, 2.701, 4.455], [1.735, 3.812, 4.133], [-0.548, 3.101, 4.549], [2.480, 1.025, 3.839], [3.169, 0.950, 5.115], [3.282, 1.552, 2.745], [1.991, -2.437, 0.391], [1.765, -2.299, -1.114], [1.625, -0.869, -1.391], [2.349, -0.327, -2.342], [2.978, -1.113, -3.297], [4.289, -0.764, -3.811], [2.217, -2.033, -4.119], [2.627, 0.989, -2.381], [2.612, 1.705, -3.653], [2.508, 1.848, -1.212], [-4.184, -2.507, 0.509], [-4.094, -3.229, -0.743], [-5.444, -2.687, 1.204], [-4.717, 1.202, 0.295], [-5.837, 0.481, 1.476], [-5.461, -0.368, -0.035], [-2.582, 1.222, 1.857], [-2.562, -0.145, 2.978], [-3.945, 0.958, 2.971], [-1.143, -3.036, -0.510], [-2.092, -3.664, 0.833], [0.261, -3.954, 1.271], [-0.487, -2.899, 2.457], [2.018, -0.510, 2.155], [1.858, -2.039, 3.026], [-0.025, -1.294, 4.128], [-0.727, -0.792, 2.591], [2.776, 3.557, 4.305], [1.489, 4.646, 4.790], [1.612, 4.148, 3.095], [-0.958, 3.394, 3.576], [-0.617, 3.942, 5.241], [-1.130, 2.266, 4.928], [2.525, 0.457, 5.844], [3.458, 1.929, 5.521], [4.073, 0.349, 4.996], [3.966, 0.774, 2.384], [3.894, 2.417, 3.018], [2.627, 1.843, 1.922], [2.202, -3.479, 0.655], [2.875, -1.850, 0.641], [0.869, -2.859, -1.417], [2.617, -2.732, -1.639], [4.765, -0.048, -3.147], [4.249, -0.338, -4.820], [4.905, -1.666, -3.852], [1.236, -2.202, -3.683], [2.737, -2.991, -4.203], [2.071, -1.634, -5.128], [1.758, 2.384, -3.660], [2.496, 1.008, -4.481], [3.537, 2.272, -3.785], [1.616, 2.472, -1.277], [3.401, 2.479, -1.157], [2.430, 1.235, -0.319], [-3.197, -2.947, -1.282], [-4.961, -3.006, -1.375], [-4.073, -4.309, -0.571], [-5.422, -2.169, 2.158], [-5.594, -3.754, 1.390], [-6.300, -2.326, 0.624], [-4.212, 4.159, 2.860], [-3.389, 4.735, 1.825], [-3.891, 5.452, 0.743], [-2.818, 5.872, 0.048], [-1.710, 5.408, 0.734], [-0.335, 5.646, 0.329], [-2.031, 4.682, 1.829], [-0.442, 1.840, 0.453], [-4.703, 4.937, 3.447], [-3.569, 3.572, 3.511], [-4.984, 3.517, 2.428], [-4.944, 5.581, 0.559], [-2.744, 6.411, -0.880], [-0.041, 6.670, 0.569], [-0.236, 5.476, -0.741], [0.291, 4.943, 0.869], [-0.147, -0.827, -8.574], [-0.512, -0.957, -7.119], [-1.123, -2.111, -6.634], [-1.503, -2.204, -5.302], [-1.258, -1.133, -4.459], [-0.608, 0.011, -4.898], [-0.250, 0.089, -6.234], [-1.797, -1.198, -2.765], [-3.459, -0.578, -3.029], [-1.073, -0.067, -2.090], [-0.351, -1.748, -9.120], [0.912, -0.588, -8.691], [-0.716, -0.021, -9.040], [-1.318, -2.940, -7.304], [-1.987, -3.100, -4.926], [-0.425, 0.829, -4.202], [0.219, 0.995, -6.603], [-3.339, 0.424, -3.455], [-3.995, -1.262, -3.688], [-3.930, -0.505, -2.048], [-0.101, 2.659, -2.815], [-1.490, 3.083, -2.660], [-2.404, 2.453, -3.614], [-1.651, 4.526, -2.577], [-2.210, 2.330, -0.773]], "atomic_forces_ev_per_a": [[-1.230, -0.507, 0.999], [0.042, -0.060, 0.096], [0.084, 0.218, -0.159], [-0.078, -0.066, 0.021], [-0.088, -0.184, 0.250], [0.390, -0.005, -0.419], [-0.100, 0.058, 0.230], [-0.017, -0.021, -0.032], [0.126, -0.104, -0.084], [-0.183, 0.202, 0.086], [0.170, 0.236, 0.023], [-0.177, -0.047, -0.101], [0.074, 0.006, 0.057], [-0.017, -0.117, -0.001], [-0.006, -0.076, -0.031], [0.041, -0.176, -0.032], [0.067, 0.222, 0.080], [-0.035, -0.004, -0.075], [-0.085, -0.207, 0.010], [-0.088, -0.083, -0.061], [0.310, 0.179, 0.314], [0.694, -0.184, -0.617], [0.342, -0.254, 0.049], [-0.091, 0.176, -0.161], [-0.067, -0.068, -0.023], [0.057, -0.108, 0.104], [-0.264, 0.011, -0.008], [0.090, 0.062, -0.077], [0.016, 0.067, -0.085], [-0.151, 0.153, -0.145], [0.025, -0.018, 0.070], [0.031, -0.080, 0.030], [0.010, 0.014, -0.014], [-0.009, -0.004, -0.025], [0.021, 0.002, 0.006], [0.006, -0.022, 0.000], [-0.011, 0.043, -0.028], [0.006, -0.008, 0.014], [-0.010, -0.041, -0.022], [0.010, -0.028, -0.053], [0.097, 0.008, 0.027], [-0.012, -0.004, -0.013], [0.106, -0.022, -0.055], [0.106, 0.004, -0.044], [-0.065, -0.084, -0.012], [-0.021, -0.088, 0.082], [0.019, -0.004, 0.010], [-0.020, 0.004, -0.011], [0.005, 0.010, 0.036], [0.069, 0.051, 0.059], [0.010, 0.031, -0.025], [-0.005, -0.017, 0.097], [0.020, 0.015, 0.006], [0.021, 0.003, 0.004], [0.009, 0.000, 0.005], [-0.016, 0.004, -0.028], [-0.013, 0.048, 0.020], [0.014, 0.021, -0.012], [-0.032, -0.016, 0.061], [-0.008, 0.059, 0.020], [0.029, -0.019, -0.051], [-0.014, -0.070, -0.071], [0.003, 0.017, -0.010], [-0.015, 0.021, 0.026], [-0.009, -0.004, -0.016], [-0.007, 0.002, -0.018], [-0.020, -0.014, 0.011], [-0.019, 0.038, -0.014], [0.095, -0.019, 0.029], [0.027, -0.009, 0.019], [0.035, -0.028, -0.010], [0.066, -0.061, -0.014], [0.014, -0.023, -0.011], [0.075, -0.002, 0.018], [0.022, -0.018, -0.005], [-0.005, 0.013, -0.007], [0.005, -0.011, -0.015], [0.008, 0.015, -0.006], [-0.001, -0.005, -0.012], [0.001, 0.014, -0.001], [-0.023, -0.009, -0.062], [-0.100, 0.092, -0.196], [-0.013, -0.069, 0.150], [0.119, 0.018, -0.004], [0.145, -0.040, -0.130], [-0.209, 0.041, -0.051], [-0.165, 0.241, 0.236], [-0.070, 0.788, 0.299], [0.005, 0.010, 0.029], [-0.001, -0.020, 0.003], [0.037, -0.039, 0.002], [0.039, -0.021, 0.002], [0.012, -0.055, 0.002], [0.025, -0.007, 0.009], [-0.007, -0.053, -0.082], [0.023, -0.019, 0.016], [0.040, -0.012, 0.054], [0.028, -0.033, -0.038], [-0.038, 0.020, 0.034], [0.016, -0.013, 0.000], [0.096, -0.006, -0.016], [-0.068, 0.137, 0.104], [0.007, 0.010, 0.007], [-0.273, 0.002, -0.447], [0.120, 0.222, 0.134], [0.006, -0.205, -0.312], [-0.002, 0.010, 0.002], [-0.022, -0.001, -0.008], [0.002, -0.010, -0.002], [0.012, 0.019, -0.008], [0.012, 0.015, -0.036], [-0.034, -0.029, -0.095], [0.014, -0.022, 0.016], [-0.038, -0.007, 0.004], [0.028, 0.009, 0.031], [-0.018, -0.038, -0.030], [-0.115, -0.134, 0.096], [-0.389, 0.410, -0.107], [0.109, -0.150, 0.128], [0.121, -0.215, 0.071], [0.095, 0.130, -0.058]], "s_squared": 3.764, "orbital_gap_ev": [5.96, 6.45], "relative_energy_kcal_mol": 36.87, "e_lumo_ev": [0.053, 0.052], "multiplicity": 4}


(2)
{"formula": "C34H67ClF3O9P", "method": "the ωB97M-V functional and the def2-TZVPD basis", "elements": ["C", "C", "C", "C", "C", "C", "C", "C", "C", "C", "C", "C", "C", "C", "C", "C", "C", "C", "C", "O", "C", "C", "C", "C", "F", "F", "F", "C", "O", "C", "C", "O", "O", "P", "O", "Cl", "H", "H", "H", "H", "H", "H", "H", "H", "H", "H", "H", "H", "H", "H", "H", "H", "H", "H", "H", "H", "H", "H", "H", "H", "H", "H", "H", "H", "H", "H", "H", "H", "H", "H", "H", "H", "H", "H", "H", "H", "H", "H", "H", "H", "H", "H", "H", "H", "H", "H", "H", "O", "C", "O", "C", "C", "C", "H", "H", "H", "H", "H", "H", "H", "H", "O", "C", "O", "C", "C", "C", "H", "H", "H", "H", "H", "H", "H", "H"], "xyz": [[4.748, -1.887, 2.944], [4.134, -3.366, 2.763], [2.598, -3.259, 2.332], [2.493, -3.522, 0.740], [1.426, -2.439, 0.183], [0.794, -2.974, -1.174], [-0.399, -4.012, -0.896], [-1.636, -3.385, -0.115], [-2.663, -4.598, 0.200], [-3.894, -4.547, -0.834], [-5.278, -4.349, -0.034], [-5.539, -2.749, 0.039], [-6.402, -2.494, 1.368], [-5.615, -1.644, 2.466], [-5.099, -2.574, 3.666], [-3.721, -2.106, 4.301], [-3.846, -0.910, 5.336], [-4.263, 0.488, 4.705], [-3.114, 1.247, 3.912], [-2.464, 0.470, 2.898], [-1.106, 0.142, 3.307], [-0.169, 1.442, 3.189], [1.085, 1.237, 2.225], [2.321, 1.940, 2.909], [2.684, 1.256, 4.075], [3.427, 2.062, 2.086], [1.926, 3.223, 3.320], [-3.836, 2.469, 3.130], [-3.049, 2.934, 2.014], [-3.596, 2.438, 0.768], [-2.480, 2.603, -0.382], [-1.386, 3.328, 0.244], [-0.411, 3.483, -0.743], [-4.386, 3.871, 4.287], [-3.427, 3.864, 5.703], [-6.335, 3.262, 4.914], [4.493, -1.472, 3.971], [4.310, -1.211, 2.153], [5.883, -1.944, 2.898], [4.237, -3.988, 3.699], [4.701, -3.832, 1.894], [1.908, -3.970, 2.872], [2.211, -2.206, 2.527], [2.183, -4.584, 0.501], [3.472, -3.323, 0.208], [1.929, -1.425, 0.078], [0.666, -2.321, 1.022], [0.460, -2.073, -1.776], [1.599, -3.536, -1.755], [0.037, -4.906, -0.362], [-0.795, -4.347, -1.907], [-2.085, -2.592, -0.785], [-1.379, -2.921, 0.882], [-2.977, -4.488, 1.277], [-2.108, -5.567, -0.008], [-3.989, -5.530, -1.394], [-3.822, -3.655, -1.537], [-5.226, -4.747, 1.028], [-6.165, -4.802, -0.566], [-6.215, -2.465, -0.833], [-4.569, -2.162, 0.010], [-7.342, -1.905, 1.099], [-6.718, -3.465, 1.877], [-6.390, -0.946, 2.936], [-4.810, -0.966, 2.047], [-4.902, -3.598, 3.191], [-5.915, -2.771, 4.439], [-2.991, -1.940, 3.457], [-3.316, -2.999, 4.890], [-2.879, -0.777, 5.916], [-4.655, -1.186, 6.093], [-5.205, 0.443, 4.069], [-4.537, 1.166, 5.584], [-2.417, 1.705, 4.675], [-0.695, -0.751, 2.735], [-1.202, -0.206, 4.392], [-0.767, 2.312, 2.768], [0.195, 1.662, 4.241], [0.883, 1.809, 1.264], [1.271, 0.165, 1.923], [-4.799, 2.048, 2.676], [-3.744, 1.314, 0.897], [-4.587, 2.905, 0.498], [-2.944, 3.176, -1.238], [-2.099, 1.613, -0.773], [0.374, 3.798, -0.252], [-2.519, 4.093, 5.425], [2.864, 1.462, -6.367], [2.704, 2.098, -5.351], [1.563, 1.957, -4.650], [1.343, 2.521, -3.350], [0.883, 3.961, -3.448], [3.723, 3.106, -4.903], [2.228, 2.404, -2.719], [0.555, 1.923, -2.889], [1.635, 4.593, -3.922], [0.668, 4.363, -2.459], [-0.020, 4.030, -4.060], [3.572, 4.035, -5.454], [4.716, 2.714, -5.122], [3.705, 3.310, -3.834], [6.379, 3.576, -5.281], [6.970, 3.228, -6.277], [8.291, 3.459, -6.383], [9.119, 2.935, -7.430], [9.059, 3.811, -8.664], [6.239, 2.615, -7.438], [8.869, 1.893, -7.640], [10.138, 2.935, -7.039], [8.050, 3.856, -9.078], [9.732, 3.434, -9.436], [9.344, 4.836, -8.417], [5.793, 3.410, -8.037], [5.449, 1.970, -7.050], [6.862, 1.987, -8.073]], "atomic_forces_ev_per_a": [[0.005, -0.965, 0.679], [-0.309, 0.872, -0.215], [0.775, -0.215, -1.049], [-0.803, 1.531, 0.482], [0.387, -1.355, 0.150], [-0.144, 0.090, 0.576], [0.323, 1.267, -0.340], [0.252, -1.299, 0.111], [0.260, 1.129, -1.599], [-1.202, -0.726, 1.195], [0.723, 1.526, -0.666], [-1.438, -1.436, 0.847], [0.326, 1.260, 0.076], [-1.384, 0.054, 1.132], [0.707, -0.413, -0.980], [-0.338, -0.874, 0.762], [-0.362, 0.148, -0.516], [0.177, 0.357, 0.614], [-1.565, 0.975, -0.387], [0.853, -0.250, 0.976], [-0.017, 0.304, 0.695], [0.057, -0.796, 0.082], [-0.027, 1.075, -0.017], [-0.696, -0.315, 0.242], [-0.145, 1.162, -1.900], [-1.620, -0.141, 1.504], [1.074, -1.823, -0.754], [-0.428, -2.275, 0.026], [-1.202, 0.089, 0.511], [1.000, -1.366, -0.242], [-0.493, 0.321, 0.488], [-1.663, -0.547, 0.510], [1.204, 0.101, -1.139], [0.097, 1.541, -0.277], [-0.697, -0.954, -1.334], [1.370, -0.124, -0.008], [0.136, -0.416, -1.303], [0.723, -0.629, 0.771], [-1.434, 0.285, -0.166], [0.160, 0.711, -1.033], [-0.683, 0.233, 1.335], [0.849, 0.669, -0.491], [0.561, -1.251, -0.093], [0.230, 1.232, 0.323], [-0.955, -0.288, 0.753], [-0.459, -1.255, -0.043], [0.574, -0.110, -1.307], [0.145, -1.223, 0.440], [-0.962, 0.928, 0.629], [-0.618, 0.915, -0.458], [0.474, 0.158, 1.195], [0.293, -0.834, 0.870], [0.076, -0.359, -1.218], [0.083, -0.477, -1.196], [-0.695, 1.139, 0.752], [0.433, 1.304, 0.393], [0.153, -1.410, 0.648], [0.063, 0.277, -1.413], [1.031, 0.296, 0.617], [1.239, -0.240, 0.864], [-1.196, -0.665, 0.167], [1.143, -0.906, 0.327], [0.296, 1.191, -0.921], [1.056, -0.689, -0.669], [-0.706, -1.038, 0.359], [-0.149, 1.225, 0.671], [1.059, 0.541, -0.907], [-0.774, 0.161, 0.955], [-0.467, 1.123, -0.713], [-1.065, -0.171, -0.658], [1.085, 0.274, -0.942], [1.285, -0.258, 0.758], [0.386, -0.794, -1.143], [-0.303, -0.737, -0.927], [-0.784, 1.223, 0.300], [0.533, 0.453, -1.317], [0.582, -1.169, 0.750], [-0.391, -0.012, -1.369], [0.344, -0.706, 1.077], [0.121, 1.136, 0.674], [0.981, 0.546, 0.908], [-0.035, 1.382, -0.206], [1.142, -0.169, 0.318], [0.795, -0.401, 0.816], [-0.428, 0.973, 0.561], [-0.664, -0.171, 0.056], [-0.410, 0.009, 0.170], [-0.301, 0.051, 0.409], [0.167, 0.341, -0.260], [-0.282, -0.600, -0.057], [-0.042, 0.260, -0.006], [0.185, 0.190, -0.203], [-0.024, -0.601, 0.452], [0.045, 0.060, -0.106], [0.075, -0.078, -0.213], [0.049, -0.066, 0.069], [-0.041, 0.016, -0.141], [-0.013, -0.076, 0.135], [0.078, -0.054, 0.008], [-0.620, 0.224, -0.037], [-0.116, 0.161, -0.059], [1.368, 0.180, -0.401], [-0.259, 0.205, -0.017], [0.234, -0.015, 0.487], [-0.013, 0.078, -0.285], [-0.147, 0.111, -0.071], [0.000, -0.671, -0.038], [-0.101, 0.074, -0.006], [-0.185, 0.062, 0.198], [0.056, -0.101, -0.026], [-0.015, 0.015, 0.047], [0.079, -0.104, 0.023], [-0.004, -0.051, 0.041], [-0.123, 0.261, -0.061], [0.038, 0.193, -0.084]], "smiles": "CCCCCCCCCCCCCCCCCC[C@@H](OCCCC(F)(F)F)[C@H](OCCOO)P(O)Cl.CCOC(C)=O.CCOC(C)=O", "orbital_gap_ev": 9.23, "e_lumo_ev": 0.378, "multiplicity": 1}


Max |F| for every record listed, in sequence, given in hartree/bohr: 0.03235, 0.04501.
Calculated total energy for every record listed, in sequence, given in eV: -185938.210, -84729.181.